{"formula": "C48H108NO3P3", "method": "ωB97M-V/def2-TZVPD", "species": ["C", "C", "C", "C", "P", "C", "C", "C", "C", "C", "C", "C", "C", "C", "C", "C", "C", "H", "H", "H", "H", "H", "H", "H", "H", "H", "H", "H", "H", "H", "H", "H", "H", "H", "H", "H", "H", "H", "H", "H", "H", "H", "H", "H", "H", "H", "H", "H", "H", "H", "H", "H", "H", "C", "C", "C", "C", "P", "C", "C", "C", "C", "C", "C", "C", "C", "C", "C", "C", "C", "H", "H", "H", "H", "H", "H", "H", "H", "H", "H", "H", "H", "H", "H", "H", "H", "H", "H", "H", "H", "H", "H", "H", "H", "H", "H", "H", "H", "H", "H", "H", "H", "H", "H", "H", "H", "C", "C", "C", "C", "P", "C", "C", "C", "C", "C", "C", "C", "C", "C", "C", "C", "C", "H", "H", "H", "H", "H", "H", "H", "H", "H", "H", "H", "H", "H", "H", "H", "H", "H", "H", "H", "H", "H", "H", "H", "H", "H", "H", "H", "H", "H", "H", "H", "H", "H", "H", "H", "H", "N", "O", "O", "O"], "positions_angstrom": [[12.408, -1.108, -10.450], [11.003, -0.511, -10.050], [10.498, -1.173, -8.808], [9.278, -0.299, -8.383], [8.506, -0.941, -6.870], [9.721, -1.944, -5.879], [9.062, -2.203, -4.478], [9.882, -3.164, -3.512], [11.247, -2.417, -3.066], [7.122, -2.021, -7.435], [7.424, -3.220, -8.432], [6.781, -4.531, -7.950], [7.036, -4.920, -6.474], [7.873, 0.545, -5.976], [6.613, 1.160, -6.617], [6.905, 1.941, -7.965], [7.967, 3.087, -7.728], [12.905, -0.310, -11.003], [12.237, -1.899, -11.180], [13.029, -1.388, -9.599], [10.327, -0.772, -10.865], [11.013, 0.572, -9.929], [11.323, -1.245, -8.099], [10.166, -2.189, -9.021], [8.644, -0.264, -9.269], [9.543, 0.696, -8.026], [10.549, -1.240, -5.962], [9.990, -2.888, -6.354], [8.014, -2.490, -4.563], [9.166, -1.207, -4.048], [10.074, -4.078, -4.074], [9.237, -3.450, -2.682], [12.044, -3.030, -2.645], [11.190, -1.635, -2.309], [11.726, -1.897, -3.895], [6.451, -1.417, -8.045], [6.556, -2.271, -6.538], [8.465, -3.538, -8.376], [6.900, -3.036, -9.371], [7.188, -5.303, -8.603], [5.700, -4.543, -8.092], [6.502, -5.860, -6.333], [6.689, -4.150, -5.785], [8.110, -5.100, -6.414], [8.749, 1.192, -5.943], [7.702, 0.437, -4.905], [6.299, 1.916, -5.897], [5.805, 0.434, -6.713], [6.029, 2.521, -8.255], [6.994, 1.390, -8.901], [7.725, 3.728, -6.880], [8.120, 3.728, -8.596], [8.946, 2.630, -7.588], [5.443, 1.094, 2.631], [5.235, 2.247, 3.554], [3.829, 2.436, 4.095], [2.725, 2.243, 2.943], [1.219, 3.147, 3.251], [1.639, 4.928, 3.583], [1.976, 5.830, 2.444], [2.039, 7.294, 2.980], [2.643, 8.196, 1.836], [0.075, 3.067, 1.754], [0.513, 3.269, 0.355], [-0.461, 3.009, -0.655], [-1.605, 4.039, -0.601], [0.372, 2.404, 4.704], [0.266, 0.843, 4.555], [-0.710, 0.192, 5.507], [-0.212, -1.106, 6.103], [6.461, 0.939, 2.272], [4.933, 1.220, 1.676], [5.276, 0.145, 3.140], [5.643, 3.143, 3.085], [5.963, 2.190, 4.363], [3.718, 3.386, 4.617], [3.521, 1.574, 4.687], [2.411, 1.230, 2.693], [3.081, 2.556, 1.961], [2.277, 4.993, 4.464], [0.585, 5.111, 3.793], [1.258, 5.689, 1.637], [2.981, 5.677, 2.050], [2.778, 7.184, 3.774], [1.106, 7.771, 3.279], [1.912, 8.076, 1.037], [3.597, 7.895, 1.403], [2.621, 9.279, 1.959], [-0.607, 3.892, 1.958], [-0.407, 2.100, 1.894], [1.240, 2.468, 0.220], [1.190, 4.088, 0.116], [-0.908, 2.020, -0.564], [0.097, 2.850, -1.578], [-1.160, 5.030, -0.512], [-2.236, 3.895, 0.276], [-2.140, 3.831, -1.528], [-0.560, 2.968, 4.726], [1.093, 2.675, 5.476], [1.254, 0.481, 4.842], [0.161, 0.417, 3.557], [-1.683, -0.004, 5.057], [-0.892, 0.891, 6.323], [-1.070, -1.766, 6.232], [0.278, -1.027, 7.073], [0.473, -1.645, 5.449], [-8.964, -2.398, 8.566], [-10.077, -2.612, 7.607], [-9.664, -2.634, 6.157], [-10.892, -2.834, 5.199], [-10.627, -2.268, 3.528], [-9.873, -0.630, 3.518], [-10.765, 0.332, 4.269], [-10.268, 1.771, 4.457], [-11.157, 2.826, 5.022], [-9.693, -3.579, 2.656], [-8.263, -3.959, 3.065], [-7.057, -2.972, 2.770], [-5.687, -3.675, 3.010], [-12.264, -2.102, 2.649], [-13.439, -1.926, 3.641], [-14.817, -1.757, 3.008], [-15.916, -0.875, 3.627], [-8.599, -1.395, 8.343], [-8.102, -3.064, 8.562], [-9.274, -2.267, 9.603], [-10.767, -1.801, 7.839], [-10.651, -3.530, 7.736], [-8.995, -3.494, 6.171], [-9.043, -1.782, 5.881], [-11.658, -2.137, 5.540], [-11.454, -3.767, 5.164], [-9.716, -0.222, 2.519], [-8.870, -0.560, 3.939], [-10.984, 0.054, 5.300], [-11.752, 0.417, 3.812], [-9.995, 1.999, 3.427], [-9.495, 1.860, 5.220], [-10.694, 3.803, 5.158], [-11.595, 2.579, 5.989], [-11.895, 3.072, 4.258], [-9.672, -3.185, 1.639], [-10.396, -4.387, 2.456], [-8.059, -4.860, 2.487], [-8.130, -4.345, 4.076], [-7.314, -2.058, 3.306], [-7.160, -2.636, 1.739], [-4.789, -3.084, 2.830], [-5.675, -4.512, 2.312], [-5.736, -4.096, 4.015], [-12.394, -2.898, 1.916], [-12.192, -1.298, 1.916], [-13.221, -1.112, 4.332], [-13.447, -2.789, 4.307], [-15.273, -2.729, 2.820], [-14.738, -1.385, 1.986], [-15.724, 0.193, 3.521], [-15.866, -1.090, 4.695], [-16.887, -1.021, 3.154], [2.742, -2.481, -1.479], [3.210, -3.565, -1.477], [1.590, -2.302, -1.147], [3.433, -1.508, -1.733]], "total_charge": 2, "homo_lumo_gap_ev": 5.467, "relative_energy_kcal_mol": 168.95, "total_energy_ha": -3197.4312, "largest_force_ev_per_a": 5.11}